ORCA calculation (the ωB97M-V functional and the def2-TZVPD basis) on a structure of composition C23H31I2MoN8O3S3.

CARTESIAN COORDINATES (ANGSTROEM)
1 Mo -0.28560 0.47885 1.41893
2 N 0.01738 4.97210 1.60055
3 C -0.31940 3.68652 1.33312
4 S -0.12418 2.54420 2.64752
5 N -0.65349 3.35209 0.13875
6 N -0.97877 2.00018 0.04020
7 C -1.71633 1.75241 -0.98803
8 C -2.60480 0.63423 -1.07922
9 C -3.38171 0.42907 -2.23111
10 C -4.50842 -0.35344 -2.17381
11 C -4.91627 -0.87551 -0.94085
12 C -4.17624 -0.67622 0.20454
13 C -2.97392 0.02993 0.13018
14 O -2.22533 0.17346 1.23115
15 H 0.09157 5.26791 2.55759
16 H -0.23515 5.66652 0.91567
17 H -1.80199 2.55456 -1.71592
18 H -3.09711 0.92735 -3.15000
19 H -5.10359 -0.52709 -3.05876
20 H -5.82702 -1.45695 -0.88534
21 H -4.49405 -1.08770 1.15097
22 C 2.84081 0.75840 2.61175
23 N 1.65744 -0.13869 2.71653
24 C 2.16557 -1.50152 2.39595
25 C 1.25403 -0.08417 4.14404
26 C 0.03273 -0.91890 4.36177
27 N -1.07992 -0.45226 3.49800
28 C -1.96777 -1.63018 3.33141
29 C -1.87560 0.55594 4.24823
30 H 3.55592 0.47184 3.38689
31 H 2.53847 1.79105 2.76119
32 H 3.31488 0.64320 1.64364
33 H 2.98066 -1.74774 3.08199
34 H 2.53692 -1.50967 1.37498
35 H 1.38348 -2.24862 2.47916
36 H 1.08366 0.96170 4.40472
37 H 2.07854 -0.44472 4.76769
38 H -0.28089 -0.90268 5.40896
39 H 0.23601 -1.95798 4.11137
40 H -2.24715 -1.99634 4.32267
41 H -1.43985 -2.41208 2.79701
42 H -2.85436 -1.35433 2.77688
43 H -2.36740 0.05404 5.08486
44 H -2.62290 0.98670 3.58681
45 H -1.23823 1.34588 4.63330
46 I -0.27656 -2.11151 -0.09026
47 I -2.44551 -3.77142 0.53707
48 N 0.45334 -0.77090 -7.39211
49 C 0.90913 -1.08265 -6.13879
50 C 0.12257 -0.83388 -5.00839
51 C 0.59516 -1.12429 -3.74392
52 C 1.86713 -1.65791 -3.58087
53 C 2.66428 -1.90061 -4.69784
54 C 2.19148 -1.61963 -5.96012
55 S 2.51715 -2.10440 -2.01687
56 O 2.13502 -3.44015 -1.67360
57 O 3.90892 -1.74607 -2.01041
58 N 1.70130 -1.14383 -0.94851
59 C 2.03731 0.14069 -0.80550
60 S 3.26764 0.93826 -1.72237
61 C 3.02142 2.37290 -0.81276
62 C 2.06559 2.19747 0.10304
63 N 1.45295 0.93884 0.10682
64 H -0.52748 -0.60176 -7.52340
65 H 0.93889 -1.14289 -8.18858
66 H -0.86687 -0.40989 -5.12889
67 H -0.03737 -0.93416 -2.88619
68 H 3.66082 -2.30352 -4.57530
69 H 2.81820 -1.80858 -6.82241
70 H 3.63766 3.24451 -0.95269
71 H 1.81715 2.91404 0.85694

Its spin multiplicity is 3. The charge is +1. As for the molar mass: 913.50 Da. For the largest force on an atom, the calculation gives 0.56 eV Å⁻¹. As for the expectation value of S²: 2.0186. The calculation puts the highest occupied orbital energy (alpha / beta) at -10.37 / -10.37 eV. For the HOMO-LUMO gap (alpha / beta), the calculation gives 6.91 / 6.25 eV. Its total energy is -92975.8222 eV. As for the LUMO energy (alpha / beta): -0.127 / -0.151 Eh.

Mulliken population analysis, charges in e, atoms 1 to 4:
1. Mo 0.90
2. N -0.45
3. C 0.58
4. S -0.45